A cluster of 7 separate species, C39H58O21 in total, computed with ωB97M-V with the def2-TZVPD basis set.

```
118
C39H58O21 | the Open Molecules 2025 dataset | ωB97M-V with the def2-TZVPD basis set
C 1.1762 -2.6047 -1.1298
O 0.5138 -2.7745 -2.3698
C -0.8440 -3.1485 -2.2360
C -1.7580 -2.0389 -1.7458
C -3.1351 -2.6234 -1.4375
C -4.3137 -1.6320 -1.4232
C -4.7805 -1.2950 0.0060
C -4.6079 0.1939 0.3507
C -3.1600 0.5885 0.5010
C -2.3404 -0.0803 1.4203
C -0.9827 0.2017 1.5316
C -0.3959 1.1834 0.7395
C -1.1760 1.8604 -0.1890
C -2.5524 1.5687 -0.3157
C -3.2926 2.3464 -1.3592
O -4.4253 2.7395 -1.2371
C -2.5021 2.6429 -2.5896
C -3.1054 2.6677 -3.8464
C -2.3311 2.9614 -4.9681
C -0.9739 3.2678 -4.8294
C -0.3762 3.2720 -3.5691
C -1.1364 2.9361 -2.4501
C -0.5572 2.8767 -1.0856
O 0.3395 3.5956 -0.7212
H 0.5093 -2.7689 -0.2830
H 1.5859 -1.5958 -1.0612
H 2.0055 -3.3102 -1.0601
H -1.1654 -3.4935 -3.2189
H -0.9093 -4.0078 -1.5563
H -1.3288 -1.6234 -0.8317
H -1.8065 -1.2531 -2.4997
H -3.0843 -3.1035 -0.4606
H -3.3457 -3.4257 -2.1494
H -4.0440 -0.7146 -1.9496
H -5.1442 -2.0664 -1.9782
H -4.1991 -1.9059 0.6948
H -5.8300 -1.5459 0.1525
H -5.0316 0.7515 -0.4730
H -5.1659 0.4397 1.2530
H -2.7808 -0.8519 2.0374
H -0.3884 -0.3670 2.2329
H 0.6596 1.3938 0.8263
H -4.1601 2.4572 -3.9436
H -2.7958 2.9571 -5.9432
H -0.3922 3.5077 -5.7079
H 0.6676 3.5232 -3.4612
C 3.4701 2.7317 -2.0961
O 4.3202 1.8668 -2.8571
C 5.0122 2.5051 -3.8004
O 4.9486 3.6808 -4.0492
O 5.7798 1.6195 -4.4341
C 6.5787 2.1777 -5.4807
H 2.9618 2.1090 -1.3656
H 4.0612 3.4848 -1.5784
H 2.7372 3.2131 -2.7379
H 7.2596 2.9279 -5.0840
H 5.9486 2.6237 -6.2475
H 7.1415 1.3476 -5.8971
C 0.9402 -6.0830 1.6696
O 0.3180 -4.8296 1.9721
C 0.0990 -4.6207 3.2694
O 0.3705 -5.3752 4.1652
O -0.4642 -3.4190 3.4036
C -0.7491 -3.0452 4.7552
H 1.0545 -6.1034 0.5898
H 1.9148 -6.1506 2.1489
H 0.3125 -6.9098 1.9960
H 0.1652 -3.0104 5.3439
H -1.4507 -3.7436 5.2064
H -1.1936 -2.0554 4.7016
C 7.6809 5.1595 2.2675
O 6.4178 5.0195 1.6128
C 5.9347 6.1529 1.1064
O 6.4648 7.2315 1.1573
O 4.7623 5.8848 0.5342
C 4.1190 7.0146 -0.0630
H 7.9400 4.1670 2.6230
H 8.4366 5.5160 1.5704
H 7.6030 5.8477 3.1068
H 4.7371 7.4332 -0.8544
H 3.9100 7.7759 0.6859
H 3.1892 6.6373 -0.4787
C 3.8637 -8.0248 1.3493
O 3.4507 -6.9064 0.5592
C 4.3669 -6.4905 -0.3180
O 5.4576 -6.9725 -0.4741
O 3.8662 -5.4537 -0.9839
C 4.7477 -4.8966 -1.9638
H 3.0283 -8.2476 2.0065
H 4.0786 -8.8832 0.7162
H 4.7443 -7.7746 1.9375
H 4.9937 -5.6390 -2.7205
H 5.6560 -4.5295 -1.4933
H 4.2050 -4.0710 -2.4136
C 1.4595 3.7340 2.3778
O 2.4254 3.1159 3.2388
C 2.0703 3.0648 4.5179
O 1.0402 3.4743 4.9870
O 3.0527 2.4739 5.2021
C 2.8009 2.3570 6.6039
H 1.8717 3.7036 1.3756
H 0.5233 3.1824 2.4012
H 1.2892 4.7682 2.6711
H 1.9115 1.7567 6.7859
H 2.6763 3.3394 7.0550
H 3.6740 1.8643 7.0210
C -10.9297 -2.6711 1.1060
O -9.8249 -2.1202 0.3837
C -9.7604 -0.7893 0.4163
O -10.5292 -0.0605 0.9853
O -8.6967 -0.4072 -0.2885
C -8.4977 1.0093 -0.3363
H -10.8507 -3.7476 0.9901
H -10.8707 -2.4036 2.1590
H -11.8721 -2.3193 0.6912
H -8.3419 1.4091 0.6637
H -9.3461 1.5057 -0.8024
H -7.6045 1.1657 -0.9343
```

Properties
Max |F| (eV Å⁻¹): 0.68
Structure (SMILES): COCCCCCCc1cccc2c1C(=O)c1ccccc1C2=O.COC(=O)OC.COC(=O)OC.COC(=O)OC.COC(=O)OC.COC(=O)OC.COC(=O)OC
HOMO-LUMO gap (eV): 8.669
Energy (Eh): -3100.9597


A cluster of 3 separate species, C5H13NO2 in total in a non-equilibrium geometry, computed with ωB97M-V with the def2-TZVPD basis set.

```
21
C5H13NO2 | the Open Molecules 2025 dataset | ωB97M-V with the def2-TZVPD basis set
C -2.7557 -0.4175 0.2631
N -0.2122 -0.4513 -1.9037
C -0.7644 0.4963 -0.9672
C -1.7781 0.6264 0.1655
C -0.3642 0.2988 0.5711
C 0.1194 1.3986 1.4813
H -3.3660 -0.5813 -0.6058
H -2.2373 -1.3771 0.3506
H -3.5111 -0.3627 1.0146
H 0.8154 -0.5769 -1.8684
H -0.7204 -1.3808 -1.9280
H -0.4343 1.4881 -1.3533
H 0.1293 -0.6760 0.5316
H 0.2164 2.3084 0.8345
H -0.6834 1.4262 2.2170
H 1.0558 1.2833 1.9272
H 3.6567 0.5451 0.8335
O 2.9406 -0.0518 0.8099
H 2.9276 -1.9181 -1.2736
H 2.8102 -0.6808 -0.0615
O 2.1556 -1.3969 -1.0385
```

Properties
Relative energy (zero: lowest compared OMol25 entry of this formula, charge and spin) (kJ/mol): 872.3
Max |F| (eV Å⁻¹): 5.65
HOMO-LUMO gap (eV): 4.776
Energy (Eh): -403.2444


A structure of composition C7H8BrFN2O2S in a non-equilibrium geometry, computed with ωB97M-V with the def2-TZVPD basis set.

```
22
C7H8BrFN2O2S | the Open Molecules 2025 dataset | ωB97M-V with the def2-TZVPD basis set
C -1.6779 1.0132 -0.6266
C -0.9337 -0.7584 0.5684
C 3.2610 -0.0119 -0.8277
C -0.4973 0.9394 -1.5733
C 0.5053 -0.1236 -1.1727
C -2.6707 -0.9967 2.7260
C 2.1020 0.7716 -0.4137
N -1.7991 0.2572 0.3675
N 0.1368 -0.9750 -0.1476
O 4.2543 0.4364 -1.3392
O 3.3071 -1.2960 -0.4385
F 0.9396 -0.8206 -2.2747
S -1.1125 -1.6653 2.0436
Br 2.2796 2.5634 -1.0797
H -2.4455 1.6847 -0.7714
H -0.8775 0.5424 -2.6240
H -0.0759 2.0246 -1.6764
H -3.2520 -1.7631 2.9667
H -3.3389 -0.4262 2.1238
H -2.5110 -0.4709 3.6330
H 1.9398 0.8012 0.6967
H 2.4667 -1.7264 -0.1601
```

Properties
Relative energy (zero: lowest compared OMol25 entry of this formula, charge and spin) (kJ/mol): 100.6
Max |F| (eV Å⁻¹): 4.55
HOMO-LUMO gap (eV): 8.300
Energy (Eh): -3603.5206